No. 1
# CH3NO3S

A cluster of 2 separate species, CH3NO3S in total in a non-equilibrium geometry (ωB97M-V with the def2-TZVPD basis set, the Open Molecules 2025 dataset).

```
9
Properties=species:S:1:pos:R:3
H -1.168 0.233 -0.868
O -0.142 -1.952 0.027
N 1.202 -0.072 -0.184
H -2.327 1.338 -0.987
H 1.842 -1.969 0.386
C 0.882 -1.347 0.072
O 0.351 1.380 1.620
S 0.933 1.337 0.351
O -1.572 1.053 -0.418
```

As for the relative energy (zero: lowest compared OMol25 entry of this formula, charge and spin): 158.65 kJ/mol. The value obtained for the total energy is -718.51064 hartree. The value obtained for the gap between HOMO and LUMO is 9.5 eV.

Charges computed using natural (NBO), reported in e: atom 1 (H): 0.491, atom 2 (O): -0.544, atom 3 (N): -0.881, atom 4 (H): 0.489, atom 5 (H): 0.105, atom 6 (C): 0.536, atom 7 (O): -0.835, atom 8 (S): 1.606, atom 9 (O): -0.967

---

No. 2
# CH3NO3S

A cluster of 2 separate species, CH3NO3S in total in a non-equilibrium geometry (ωB97M-V with the def2-TZVPD basis set, the Open Molecules 2025 dataset).

```
9
Properties=species:S:1:pos:R:3
S 0.425 0.752 -1.225
O -1.609 0.063 0.378
C -0.311 -0.116 0.050
O 0.275 1.186 2.465
N 0.757 0.472 1.647
H 1.536 0.070 -1.331
H 0.175 -1.180 0.236
H -1.993 0.826 0.061
O 1.859 0.042 1.481
```

As for the relative energy (zero: lowest compared OMol25 entry of this formula, charge and spin): 425.72 kJ/mol. The value obtained for the total energy is -718.40892 hartree. The value obtained for the gap between HOMO and LUMO is 9.1 eV.

Charges computed using natural (NBO), reported in e: atom 1 (S): 0.068, atom 2 (O): -0.644, atom 3 (C): 0.005, atom 4 (O): -0.371, atom 5 (N): 0.476, atom 6 (H): 0.161, atom 7 (H): 0.237, atom 8 (H): 0.490, atom 9 (O): -0.422

---

No. 3
# CH3NO3S

A cluster of 2 separate species, CH3NO3S in total in a non-equilibrium geometry (ωB97M-V with the def2-TZVPD basis set, the Open Molecules 2025 dataset).

```
9
Properties=species:S:1:pos:R:3
O 1.349 -0.092 -0.191
H 3.229 0.117 0.300
H -0.545 0.493 0.046
O -1.210 1.199 -0.132
H 2.798 -1.696 0.102
O -3.359 1.120 -0.473
S -2.282 -1.052 0.328
C 2.443 -0.545 0.113
N -2.422 0.455 -0.093
```

The SMILES is [O-][N+](O)=S.C=O. As for the relative energy (zero: lowest compared OMol25 entry of this formula, charge and spin): 446.22 kJ/mol. The value obtained for the total energy is -718.40111 hartree. The value obtained for the gap between HOMO and LUMO is 9.1 eV.

Charges computed using natural (NBO), reported in e: atom 1 (O): -0.536, atom 2 (H): 0.117, atom 3 (H): 0.503, atom 4 (O): -0.519, atom 5 (H): 0.116, atom 6 (O): -0.303, atom 7 (S): 0.078, atom 8 (C): 0.311, atom 9 (N): 0.234

---

No. 4
# CH3NO3S

An isolated molecule of CH3NO3S in a non-equilibrium geometry (ωB97M-V with the def2-TZVPD basis set, the Open Molecules 2025 dataset).

```
9
Properties=species:S:1:pos:R:3
S 0.446 -0.485 -0.181
H -1.620 -0.947 0.423
O 0.826 -1.233 0.982
O 2.358 1.293 0.334
H -1.155 0.651 0.910
H -1.523 0.485 -0.927
O 0.649 -1.160 -1.437
C -1.303 0.090 0.120
N 1.323 1.306 -0.224
```

The SMILES is CS(=O)(=O)N=O. As for the relative energy (zero: lowest compared OMol25 entry of this formula, charge and spin): 394.15 kJ/mol. The value obtained for the total energy is -718.42094 hartree. The value obtained for the gap between HOMO and LUMO is 8.2 eV.

Charges computed using natural (NBO), reported in e: atom 1 (S): 1.999, atom 2 (H): 0.260, atom 3 (O): -0.925, atom 4 (O): -0.171, atom 5 (H): 0.220, atom 6 (H): 0.259, atom 7 (O): -0.908, atom 8 (C): -0.801, atom 9 (N): 0.066

---

No. 5
# CH3NO3Si

A cluster of 2 separate species, CH3NO3Si in total in a non-equilibrium geometry (ωB97M-V with the def2-TZVPD basis set, the Open Molecules 2025 dataset).

```
9
Properties=species:S:1:pos:R:3
O -0.152 -1.580 0.357
O -1.454 0.260 1.582
O 0.615 1.118 -0.119
H -1.961 1.001 1.928
H 2.287 1.694 -1.744
C 2.438 1.577 -2.840
N 2.211 1.231 -3.910
H -0.582 -2.212 1.023
Si -0.202 0.040 0.492
```

The SMILES is O=[Si](O)O.C#N. As for the relative energy (zero: lowest compared OMol25 entry of this formula, charge and spin): 202.09 kJ/mol. The value obtained for the total energy is -609.94827 hartree. The value obtained for the gap between HOMO and LUMO is 11.1 eV.

Charges computed using natural (NBO), reported in e: atom 1 (O): -1.113, atom 2 (O): -1.140, atom 3 (O): -1.219, atom 4 (H): 0.532, atom 5 (H): 0.268, atom 6 (C): 0.058, atom 7 (N): -0.332, atom 8 (H): 0.541, atom 9 (Si): 2.406

---

No. 6
# CH3NO4S

A cluster of 2 separate species, CH3NO4S in total in a non-equilibrium geometry (ωB97M-V with the def2-TZVPD basis set, the Open Molecules 2025 dataset).

```
10
Properties=species:S:1:pos:R:3
O 3.463 -0.085 -0.095
O 1.529 -1.648 -0.138
H -2.185 -0.824 0.980
C -1.367 -0.117 0.642
O -1.693 0.992 -0.199
H -0.534 -0.645 0.118
S 2.375 -0.711 -0.843
O 0.231 1.068 -1.075
H -0.916 0.441 1.615
N -0.903 1.531 -1.006
```

As for the relative energy (zero: lowest compared OMol25 entry of this formula, charge and spin): 176.03 kJ/mol. The value obtained for the total energy is -793.66758 hartree. The value obtained for the gap between HOMO and LUMO is 9.7 eV.

Charges computed using natural (NBO), reported in e: atom 1 (O): -0.818, atom 2 (O): -0.849, atom 3 (H): 0.233, atom 4 (C): -0.347, atom 5 (O): -0.286, atom 6 (H): 0.235, atom 7 (S): 1.665, atom 8 (O): -0.435, atom 9 (H): 0.208, atom 10 (N): 0.394

---

No. 7
# CH3NO5

A cluster of 2 separate species, CH3NO5 in total in a non-equilibrium geometry (ωB97M-V with the def2-TZVPD basis set, the Open Molecules 2025 dataset).

```
10
Properties=species:S:1:pos:R:3
H 2.370 0.948 -0.797
H 0.783 1.333 0.946
C -2.388 0.037 0.115
O 0.434 -1.309 -0.605
O -2.385 1.012 -0.492
H 0.525 -1.870 0.341
O -2.468 -0.942 0.700
N 0.795 0.044 -0.485
O 0.189 0.650 0.640
O 2.145 0.098 -0.364
```

The SMILES is ON(O)O.O=C=O. As for the relative energy (zero: lowest compared OMol25 entry of this formula, charge and spin): 185.40 kJ/mol. The value obtained for the total energy is -470.72526 hartree. The value obtained for the gap between HOMO and LUMO is 10.1 eV.

Charges computed using natural (NBO), reported in e: atom 1 (H): 0.480, atom 2 (H): 0.478, atom 3 (C): 1.037, atom 4 (O): -0.547, atom 5 (O): -0.517, atom 6 (H): 0.451, atom 7 (O): -0.523, atom 8 (N): 0.311, atom 9 (O): -0.603, atom 10 (O): -0.567

---

No. 8
# CH3NO5P

A cluster of 2 separate species, CH3NO5P in total in a non-equilibrium geometry (ωB97M-V with the def2-TZVPD basis set, the Open Molecules 2025 dataset).

```
11
Properties=species:S:1:pos:R:3
H -0.512 2.006 -0.598
O 0.934 1.012 -0.267
O 1.813 -1.275 -0.111
O -0.581 -0.668 -1.135
H 2.693 -2.087 1.420
C -2.168 1.692 0.235
N -1.472 2.392 -0.438
P 0.396 -0.215 0.230
O 2.268 -2.426 0.624
H -0.513 -1.604 -0.941
O -2.860 1.172 0.981
```

The net charge is -1. As for the relative energy (zero: lowest compared OMol25 entry of this formula, charge and spin): 174.66 kJ/mol. The value obtained for the total energy is -812.24196 hartree. The value obtained for the gap between HOMO and LUMO is 7.9 eV.

Charges computed using natural (NBO), reported in e: atom 1 (H): 0.459, atom 2 (O): -1.184, atom 3 (O): -0.599, atom 4 (O): -1.024, atom 5 (H): 0.440, atom 6 (C): 0.848, atom 7 (N): -0.814, atom 8 (P): 1.452, atom 9 (O): -0.487, atom 10 (H): 0.455, atom 11 (O): -0.546

---

No. 9
# CH3NOP2S

A structure of composition CH3NOP2S in a non-equilibrium geometry (ωB97M-V with the def2-TZVPD basis set, the Open Molecules 2025 dataset).

```
9
Properties=species:S:1:pos:R:3
H 1.919 -0.597 0.714
P -0.732 0.267 -3.122
C 1.272 -0.396 1.568
N 0.064 -0.113 1.449
H -0.992 1.351 -2.242
O -1.786 1.155 0.282
S -0.139 -1.032 -1.794
H 1.728 -0.434 2.553
P -1.333 -0.202 0.593
```

As for the relative energy (zero: lowest compared OMol25 entry of this formula, charge and spin): 172.49 kJ/mol. The value obtained for the total energy is -1250.75389 hartree. The value obtained for the gap between HOMO and LUMO is 6.9 eV.

Charges computed using natural (NBO), reported in e: atom 1 (H): 0.154, atom 2 (P): 0.464, atom 3 (C): 0.047, atom 4 (N): -0.803, atom 5 (H): -0.041, atom 6 (O): -1.070, atom 7 (S): -0.354, atom 8 (H): 0.166, atom 9 (P): 1.438

---

No. 10
# CH3NOS2

A structure of composition CH3NOS2 in a non-equilibrium geometry (ωB97M-V with the def2-TZVPD basis set, the Open Molecules 2025 dataset).

```
8
Properties=species:S:1:pos:R:3
H -1.408 2.241 1.108
S -0.979 0.969 -0.707
C 1.683 -1.610 -0.655
N -1.794 1.555 0.570
H 0.846 -2.018 -1.075
S 1.352 -0.197 0.389
O 2.764 -2.083 -0.772
H -2.464 1.142 1.144
```

As for the relative energy (zero: lowest compared OMol25 entry of this formula, charge and spin): 162.07 kJ/mol. The value obtained for the total energy is -966.18706 hartree. The value obtained for the gap between HOMO and LUMO is 7.3 eV.

Charges computed using natural (NBO), reported in e: atom 1 (H): 0.375, atom 2 (S): 0.408, atom 3 (C): 0.263, atom 4 (N): -0.911, atom 5 (H): 0.117, atom 6 (S): -0.118, atom 7 (O): -0.521, atom 8 (H): 0.385